# 1
# C18H12AuN6S

C18H12AuN6S as an isolated structure (ωB97M-V/def2-TZVPD, OMol25).

```
38
Properties=species:S:1:pos:R:3
Au -2.374 -0.799 -1.222
C -3.623 -3.241 2.065
C -3.575 -2.788 0.719
N -2.514 -2.017 0.394
C -1.392 -1.909 1.160
C -1.511 -2.557 2.433
N -2.541 -3.315 2.807
C -0.478 -0.797 0.764
C 0.737 -0.532 1.349
C 1.503 0.568 0.769
C 1.145 1.173 -0.445
C -0.095 0.792 -1.008
N -0.766 -0.183 -0.382
C -0.756 1.289 -2.286
C -0.502 2.460 -3.090
N -1.279 2.741 -4.105
C -2.356 1.995 -4.424
C -2.639 0.843 -3.680
N -1.873 0.620 -2.620
C 2.836 0.895 1.348
C 3.829 1.497 0.554
C 5.124 1.480 1.023
N 5.544 0.890 2.145
C 4.633 0.318 2.906
C 3.272 0.336 2.564
H -4.526 -3.647 2.491
H -4.452 -2.886 0.072
H -0.735 -2.505 3.178
H 1.166 -1.073 2.149
H 1.748 1.981 -0.887
H 0.338 3.180 -2.935
H -2.998 2.437 -5.167
H -3.507 0.184 -3.849
H 3.632 2.194 -0.295
H 5.912 1.929 0.413
H 4.929 -0.147 3.845
H 2.598 -0.070 3.358
S -4.454 -1.337 -2.108
```

Spin multiplicity = 3
Net charge = +1
⟨S²⟩ = 2.0350
Electronic energy = -1555.17248 Eh
Strongest force on any atom = 3.326 eV/Å

# 2
# C18H12B3Br6O24

C18H12B3Br6O24 as an isolated structure (ωB97M-V/def2-TZVPD, OMol25).

```
63
Properties=species:S:1:pos:R:3
O 3.182 -1.315 0.545
C 2.404 -0.656 -0.195
O 2.645 0.479 -0.760
B 1.499 1.101 -1.449
O 0.539 0.068 -1.214
C 0.932 -0.956 -0.439
O 0.428 -1.984 -0.025
O 1.707 1.633 -2.797
C 1.769 3.028 -2.701
O 2.024 3.806 -3.578
C 1.308 3.415 -1.210
O 1.159 2.272 -0.571
O 1.200 4.595 -0.833
O 3.502 -2.042 3.785
C 2.279 -2.176 3.527
O 1.423 -2.621 4.312
B 0.070 -2.317 3.755
O 0.276 -1.932 2.323
C 1.593 -1.748 2.230
O 2.186 -1.051 1.379
O -0.801 -3.515 3.750
C -1.756 -3.268 4.698
O -2.464 -4.071 5.284
C -1.635 -1.814 5.203
O -0.671 -1.262 4.476
O -2.418 -1.180 5.901
O 2.959 1.298 1.521
C 1.727 1.349 1.576
O 0.904 0.321 1.936
B -0.493 0.783 2.009
O -0.427 2.213 1.425
C 0.908 2.617 1.294
O 1.310 3.780 0.919
O -0.908 0.830 3.421
C -2.017 0.171 3.570
O -2.575 -0.063 4.614
C -2.300 -0.572 2.235
O -1.375 -0.220 1.351
O -3.137 -1.463 2.163
Br -2.870 -3.520 -1.002
C -1.048 -2.869 -0.767
C -0.664 -2.742 0.736
Br -0.894 -4.522 1.660
H -0.812 -1.943 -1.291
H -0.413 -3.552 -1.332
H -1.217 -2.111 1.431
H 0.383 -2.464 0.864
Br -1.333 3.527 -2.693
C -1.702 1.678 -1.944
C -1.136 0.664 -2.949
Br -1.444 -1.228 -2.442
H -2.726 1.797 -1.591
H -1.141 1.587 -1.015
H -0.069 0.870 -3.027
H -1.765 0.718 -3.838
Br 1.268 0.059 -5.135
C 0.511 1.604 -6.100
C 0.002 2.548 -5.010
Br -0.847 4.201 -5.750
H -0.180 1.272 -6.875
H 1.321 2.054 -6.675
H 0.605 2.866 -4.159
H -0.787 1.972 -4.525
```

Net charge = -3
Electronic energy = -18016.89046 Eh
Strongest force on any atom = 13.143 eV/Å

# 3
# C18H12BeN6S

C18H12BeN6S as an isolated structure (ωB97M-V/def2-TZVPD, OMol25).

```
38
Properties=species:S:1:pos:R:3
Be -1.931 -0.004 1.829
C -2.926 3.968 1.555
C -3.114 2.616 1.758
N -2.194 1.729 1.387
C -1.047 2.218 0.841
C -0.851 3.597 0.744
N -1.784 4.463 1.069
C -0.152 1.174 0.399
C 0.984 1.219 -0.404
C 1.564 0.011 -0.821
C 0.959 -1.201 -0.460
C -0.168 -1.164 0.358
N -0.630 0.001 0.804
C -1.063 -2.211 0.788
C -0.863 -3.587 0.678
N -1.785 -4.461 1.014
C -2.920 -3.976 1.525
C -3.110 -2.626 1.740
N -2.202 -1.731 1.359
C 2.713 0.009 -1.744
C 2.838 0.997 -2.722
C 3.895 0.934 -3.615
N 4.808 -0.021 -3.606
C 4.705 -0.952 -2.675
C 3.693 -0.986 -1.728
H -3.706 4.683 1.764
H -4.011 2.219 2.208
H 0.081 4.008 0.384
H 1.406 2.162 -0.716
H 1.331 -2.133 -0.856
H 0.068 -3.983 0.299
H -3.689 -4.699 1.746
H -4.000 -2.239 2.214
H 2.106 1.785 -2.793
H 4.004 1.677 -4.393
H 5.465 -1.723 -2.709
H 3.689 -1.767 -0.984
S -2.165 -0.010 3.764
```

Electronic energy = -1434.66752 Eh
Strongest force on any atom = 1.792 eV/Å

# 4
# C18H12Cl4N4O4Ru

C18H12Cl4N4O4Ru as an isolated structure (ωB97M-V/def2-TZVPD, OMol25).

```
43
Properties=species:S:1:pos:R:3
Ru 0.763 0.393 -0.261
O -1.689 1.438 5.142
C -2.611 1.158 4.265
O -3.803 1.128 4.528
C -2.152 0.867 2.877
C -3.010 0.567 1.845
N -2.262 0.402 0.745
N -0.966 0.568 0.998
C -0.861 0.839 2.287
C 0.524 1.022 2.861
O 0.572 1.407 4.071
O 1.479 0.773 2.117
H -0.709 1.390 4.712
H -4.081 0.457 1.844
H -2.539 0.079 -0.167
Cl 5.287 0.751 -1.555
C 4.101 1.011 -2.809
C 4.527 1.415 -4.054
C 3.618 1.640 -5.086
C 2.262 1.439 -4.830
C 1.843 1.039 -3.583
Cl 0.151 0.737 -3.300
C 2.724 0.798 -2.468
N 2.312 0.411 -1.285
H 5.589 1.559 -4.218
H 3.958 1.954 -6.064
H 1.526 1.591 -5.610
C 0.581 2.519 -0.384
H 0.791 2.980 0.588
H -0.436 2.815 -0.674
H 1.267 2.954 -1.117
Cl 0.880 -2.719 2.530
C -0.506 -3.008 1.516
C -1.504 -3.837 1.972
C -2.642 -4.088 1.203
C -2.742 -3.468 -0.037
C -1.738 -2.636 -0.485
Cl -1.952 -1.842 -2.040
C -0.533 -2.329 0.242
N 0.422 -1.534 -0.178
H -1.396 -4.285 2.954
H -3.431 -4.732 1.570
H -3.615 -3.623 -0.661
```

Spin multiplicity = 5
Net charge = -2
⟨S²⟩ = 6.0363
Electronic energy = -3148.79268 Eh
Strongest force on any atom = 1.003 eV/Å

# 5
# C18H12N2O4Rh

C18H12N2O4Rh as an isolated structure (ωB97M-V/def2-TZVPD, OMol25).

```
37
Properties=species:S:1:pos:R:3
Rh 0.015 -1.043 -1.750
O 1.838 -1.484 -1.481
C 2.686 -1.225 -0.564
C 2.391 -1.180 0.830
C 3.397 -1.064 1.787
C 3.080 -1.048 3.150
C 1.763 -1.050 3.600
C 0.742 -1.135 2.678
C 1.000 -1.241 1.278
O 0.013 -1.345 0.490
N 4.166 -1.041 4.118
O 5.290 -1.031 3.677
O 3.857 -1.053 5.285
H 3.709 -1.002 -0.876
H 4.436 -1.010 1.491
H 1.569 -0.993 4.660
H -0.292 -1.117 2.979
C -4.145 -1.808 -1.539
C -4.699 -0.534 -1.512
C -3.868 0.572 -1.557
C -2.487 0.394 -1.632
N -1.975 -0.857 -1.684
C -2.769 -1.923 -1.622
C -1.469 1.445 -1.639
C -1.723 2.815 -1.557
C -0.667 3.711 -1.516
C 0.645 3.267 -1.552
C 0.920 1.906 -1.636
C -0.129 1.010 -1.713
H -4.763 -2.688 -1.498
H -5.769 -0.411 -1.447
H -4.287 1.564 -1.529
H -2.287 -2.899 -1.634
H -2.737 3.180 -1.514
H -0.868 4.767 -1.429
H 1.462 3.971 -1.500
H 1.952 1.579 -1.640
```

Net charge = +1
Electronic energy = -1213.76394 Eh
Strongest force on any atom = 4.371 eV/Å

# 6
# C18H13BrN2O4RuS3

C18H13BrN2O4RuS3 as an isolated structure (ωB97M-V/def2-TZVPD, OMol25).

```
42
Properties=species:S:1:pos:R:3
Ru -1.100 0.458 0.058
O -3.190 1.501 -0.283
S -2.191 2.602 -0.191
O -2.686 3.892 -0.571
O -1.587 2.538 1.160
O -1.058 2.115 -1.122
Br 5.350 4.163 0.895
C 3.868 2.984 1.078
C 3.961 1.926 1.966
C 2.881 1.090 2.133
C 1.687 1.300 1.412
C 1.648 2.359 0.484
C 2.721 3.201 0.327
N 0.587 0.521 1.541
C 0.335 -0.284 2.568
C -0.830 -1.048 2.552
C -1.220 -1.912 3.607
C -2.410 -2.577 3.545
C -3.239 -2.384 2.427
C -2.806 -1.544 1.423
N -1.637 -0.915 1.442
H 4.874 1.759 2.520
H 2.957 0.255 2.813
H 0.744 2.519 -0.092
H 2.670 4.023 -0.370
H 0.981 -0.312 3.441
H -0.558 -2.012 4.453
H -2.725 -3.230 4.347
H -4.196 -2.872 2.350
H -3.425 -1.373 0.549
S 1.089 -0.394 -1.288
C 0.440 -1.009 -2.756
C 1.321 -1.256 -3.821
C 0.880 -1.821 -4.992
C -0.465 -2.171 -5.132
C -1.349 -1.920 -4.113
C -0.930 -1.323 -2.916
S -2.123 -1.036 -1.705
H 2.359 -0.991 -3.689
H 1.574 -2.003 -5.801
H -0.810 -2.640 -6.042
H -2.392 -2.181 -4.206
```

Spin multiplicity = 6
Net charge = -1
⟨S²⟩ = 8.8097
Electronic energy = -4967.70908 Eh
Strongest force on any atom = 2.134 eV/Å

# 7
# C18H13Cl3GeN5O6Re

C18H13Cl3GeN5O6Re as an isolated structure (ωB97M-V/def2-TZVPD, OMol25).

```
47
Properties=species:S:1:pos:R:3
Re 0.586 -0.168 0.132
O -0.250 0.316 4.134
C -0.234 0.004 2.988
N 0.645 0.513 1.984
C 1.662 1.441 2.366
O 1.678 2.085 3.364
C 2.733 1.486 1.322
C 3.867 2.238 1.494
C 4.826 2.224 0.484
C 4.598 1.461 -0.649
C 3.429 0.732 -0.761
N 2.499 0.742 0.214
C -1.145 -1.021 2.393
C -2.080 -1.701 3.141
C -2.874 -2.643 2.502
C -2.713 -2.853 1.138
C -1.764 -2.123 0.446
N -0.984 -1.225 1.073
H 3.983 2.811 2.404
H 5.737 2.799 0.586
H 5.318 1.421 -1.454
H 3.216 0.124 -1.627
H -2.159 -1.486 4.199
H -3.612 -3.206 3.058
H -3.312 -3.578 0.606
H -1.605 -2.258 -0.615
C -2.848 1.383 0.455
C -2.205 1.040 -0.835
N -1.025 0.428 -1.031
C -0.836 0.314 -2.395
C -1.892 0.866 -3.036
N -2.730 1.298 -2.037
C -2.295 1.088 -4.465
O -1.460 0.691 -5.401
O -3.356 1.605 -4.660
C 0.432 -0.294 -2.817
O 0.794 -0.421 -3.951
O 1.158 -0.610 -1.733
H -2.103 1.667 1.198
H -3.426 0.537 0.833
H -3.526 2.224 0.323
H -3.610 1.764 -2.242
H -0.630 0.303 -5.060
Cl 1.294 -3.258 2.375
Ge 1.676 -2.530 0.416
Cl 3.767 -2.426 0.150
Cl 0.775 -3.801 -1.008
```

Spin multiplicity = 3
Net charge = +2
⟨S²⟩ = 2.0312
Electronic energy = -4954.41380 Eh
Strongest force on any atom = 0.419 eV/Å

# 8
# C18H13ClN2O2S

C18H13ClN2O2S in the gas phase (ωB97M-V/def2-TZVPD, OMol25).

```
37
Properties=species:S:1:pos:R:3
C 5.936 3.248 6.136
C 5.010 2.386 5.977
C 3.865 1.391 5.874
O 3.173 1.875 4.668
C 2.235 0.999 4.209
O 1.958 -0.039 4.780
N 1.950 1.257 2.904
C 1.595 0.315 1.927
C 2.188 -0.967 1.926
C 1.836 -1.867 0.895
C 0.985 -1.447 -0.139
C 0.581 -2.514 -1.197
C 0.456 -0.151 -0.198
C -0.583 0.300 -1.195
N -1.693 0.928 -0.761
C -2.460 1.223 -1.821
C -3.653 1.929 -1.677
C -4.538 1.847 -2.768
Cl -6.027 2.701 -2.685
C -4.237 1.098 -3.967
C -2.940 0.497 -4.039
C -2.040 0.653 -2.992
S -0.464 -0.035 -2.917
C 0.630 0.665 0.973
H 6.632 4.077 6.172
H 4.297 0.370 5.792
H 3.257 1.510 6.869
H 2.737 1.805 2.652
H 2.907 -1.239 2.645
H 2.367 -2.825 0.741
H -0.544 -2.647 -1.225
H 0.804 -3.552 -0.796
H 1.022 -2.387 -2.242
H -3.971 2.400 -0.816
H -4.863 1.092 -4.852
H -2.576 0.159 -4.987
H 0.061 1.585 1.045
```

Electronic energy = -1811.99334 Eh
Strongest force on any atom = 6.160 eV/Å

What is the electronic energy in the first record? -1555.17248 Eh